# 1
ORCA calculation (ωB97M-V/def2-TZVPD) on C27H46Cl3LaO2P as an isolated structure at a distorted geometry.

Each line ends with the Löwdin charge.
Geometry (Å):
1 La 0.37253 -0.16463 2.39570  1.187
2 Cl 2.55796 -0.55450 3.76496  -0.271
3 P 0.29445 0.59467 -0.47944  0.990
4 C -2.08744 0.76109 2.24110  -0.261
5 H -2.89743 0.35404 1.63798  0.023
6 H -1.98789 1.84994 2.11120  0.028
7 C 2.14654 0.83754 -0.67658  -0.454
8 C -0.55595 2.25040 -0.65026  -0.452
9 C 2.61358 0.89015 -2.13101  -0.228
10 H 2.31678 1.82895 -0.21710  0.095
11 C 4.10550 1.23443 -2.21457  -0.202
12 H 2.44556 -0.08622 -2.60495  0.092
13 H 2.04281 1.63118 -2.70772  0.090
14 C 4.97233 0.27544 -1.39246  -0.210
15 H 4.41555 1.20777 -3.26518  0.102
16 H 4.25392 2.26354 -1.85806  0.112
17 C 4.45983 0.06812 0.03814  -0.194
18 H 5.02387 -0.69496 -1.90478  0.108
19 H 5.99694 0.65882 -1.35229  0.100
20 C 2.94899 -0.21028 0.11974  -0.258
21 H 5.00278 -0.76006 0.51207  0.112
22 H 4.67486 0.96757 0.63375  0.116
23 H 2.74419 -1.21819 -0.27705  0.107
24 H 2.70744 -0.21572 1.20299  -0.020
25 C -0.34247 -0.45925 -1.88460  -0.434
26 C -2.06141 2.08609 -0.90879  -0.217
27 H -0.43643 2.68699 0.36060  0.082
28 C -2.75790 3.44540 -0.81086  -0.199
29 H -2.22409 1.65906 -1.90916  0.099
30 H -2.50049 1.38937 -0.18557  0.081
31 C -2.12394 4.49085 -1.73394  -0.208
32 H -3.81888 3.32873 -1.05409  0.106
33 H -2.71003 3.79470 0.22937  0.112
34 C -0.59690 4.57809 -1.62020  -0.203
35 H -2.38965 4.25590 -2.77312  0.107
36 H -2.55386 5.47322 -1.51437  0.101
37 C 0.10134 3.20842 -1.64704  -0.217
38 H -0.19491 5.19153 -2.43441  0.102
39 H -0.32298 5.08078 -0.68186  0.108
40 H 0.04668 2.79025 -2.66548  0.095
41 H 1.16818 3.33941 -1.40948  0.100
42 C 0.37267 -1.82016 -1.94022  -0.210
43 H -1.38899 -0.64531 -1.57251  0.110
44 C -0.36442 -2.77525 -2.88814  -0.194
45 H 1.40852 -1.68673 -2.28821  0.099
46 H 0.42730 -2.27795 -0.94213  0.080
47 C -0.60315 -2.17386 -4.28440  -0.208
48 H 0.20849 -3.70602 -2.98254  0.106
49 H -1.33319 -3.04302 -2.44088  0.114
50 C -1.17048 -0.75026 -4.24670  -0.203
51 H 0.34627 -2.16970 -4.83982  0.109
52 H -1.29201 -2.82060 -4.84007  0.101
53 C -0.40742 0.17420 -3.28340  -0.214
54 H -1.14675 -0.31043 -5.25082  0.103
55 H -2.22560 -0.78122 -3.93801  0.112
56 H 0.60887 0.33910 -3.67097  0.100
57 H -0.90321 1.15375 -3.25919  0.079
58 C 0.26932 -2.68455 1.73331  -0.384
59 C -1.04701 -2.29355 1.56957  -0.340
60 H 1.05026 -2.42522 0.99249  0.049
61 C -2.15280 -2.83149 2.43289  -0.238
62 H -1.36675 -1.68936 0.70569  0.056
63 C -1.64343 -3.27001 3.81265  -0.227
64 H -2.95790 -2.09126 2.54563  0.093
65 H -2.62591 -3.70819 1.95095  0.100
66 C -0.42031 -4.18577 3.69551  -0.204
67 H -1.40699 -2.38735 4.42622  0.078
68 H -2.44250 -3.79558 4.35391  0.100
69 C 0.72224 -3.60450 2.83587  -0.245
70 H -0.04007 -4.43137 4.69576  0.101
71 H -0.73820 -5.13378 3.23856  0.103
72 H 1.44410 -3.08109 3.48892  0.045
73 H 1.29523 -4.44117 2.40389  0.099
74 Cl -3.30726 2.24379 6.10058  0.636
75 C -2.34167 0.76687 5.96602  -0.974
76 Cl -3.25206 -0.75708 6.09475  0.652
77 C -1.74763 0.76709 4.60549  -0.673
78 O -0.51215 0.80620 4.40888  -0.165
79 O -2.63062 0.64215 3.63165  -0.152
80 H -1.53473 0.77008 6.69562  0.082

Summary:
Frontier orbital gap (spin up / spin down) in eV: 3.8594 / 2.8707
E_LUMO (spin up / spin down) in eV: 2.472 / 2.497
Max |F| in eV/A: 3.5
HOMO level (spin up / spin down) in Eh: -0.05097 / -0.01373
Charge: -1



# 2
ORCA calculation (ωB97M-V/def2-TZVPD) on a 8-piece molecular cluster, C12H46B2NO10P2 overall.

Each line ends with the Löwdin charge.
Geometry (Å):
1 C -1.64716 -6.42479 -1.25969  -0.046
2 C -1.94308 -4.97746 -1.61504  -0.184
3 O -0.77146 -4.36840 -2.23809  0.020
4 B -0.25729 -3.19976 -1.82071  -0.794
5 O -0.93981 -2.03053 -1.65746  0.141
6 P 1.70022 -3.20566 -1.59846  1.016
7 B 2.62729 -2.43229 -3.20718  -0.723
8 N 3.98837 -2.05644 -3.10035  0.161
9 O 1.90886 -2.24669 -4.33712  0.151
10 P 2.69062 -2.28143 0.17092  0.826
11 C 2.91576 -3.78751 1.19714  -0.337
12 C 1.35391 -1.37111 1.04718  -0.457
13 C 1.49778 0.13783 0.82479  -0.147
14 H -0.57158 -6.59718 -1.24433  0.082
15 H -2.08832 -7.10894 -1.98203  0.084
16 H -2.04948 -6.67416 -0.27901  0.084
17 H -2.22516 -4.39461 -0.73624  0.121
18 H -2.76432 -4.90006 -2.32639  0.128
19 H -1.70751 -2.05404 -2.25255  0.138
20 H 2.05916 -4.55955 -1.58535  0.013
21 H 4.27352 -1.74878 -2.17554  0.044
22 H 4.67646 -2.72954 -3.41963  0.104
23 H 1.17041 -2.84382 -4.50453  0.112
24 H 3.49149 -4.54095 0.66077  0.036
25 H 3.51125 -3.46254 2.05310  0.046
26 H 1.98399 -4.21611 1.56593  0.047
27 H 1.52671 -1.62301 2.09834  0.075
28 H 0.35058 -1.72982 0.80727  0.060
29 H 0.80829 0.64071 1.50288  0.055
30 H 1.27488 0.40155 -0.20971  0.076
31 H 2.49714 0.46072 1.11302  0.060
32 C 2.48499 1.01438 4.30635  -0.146
33 O 3.28276 1.54440 3.25825  -0.124
34 H 2.31334 -0.03548 4.06779  0.070
35 H 2.98918 1.07046 5.27380  0.084
36 H 1.51868 1.51788 4.36965  0.058
37 H 3.44624 2.47578 3.43304  0.085
38 C -3.32542 0.27744 0.56433  -0.114
39 O -1.95854 0.47818 0.18509  -0.150
40 H -3.77908 1.26445 0.60792  0.086
41 H -3.85858 -0.32791 -0.17169  0.081
42 H -3.40612 -0.20384 1.54308  0.082
43 H -1.53840 -0.38631 0.12631  0.048
44 C -1.30811 1.08017 4.14319  -0.139
45 O -0.84639 1.67007 2.92832  -0.144
46 H -0.67867 1.46127 4.94411  0.075
47 H -2.34537 1.35459 4.34955  0.081
48 H -1.22502 -0.01001 4.10814  0.080
49 H -1.40372 1.33501 2.21513  0.041
50 C -1.39326 4.48215 0.15456  -0.127
51 O -2.20011 3.31772 -0.01799  -0.137
52 H -2.03576 5.34246 -0.01830  0.085
53 H -0.99656 4.54711 1.16932  0.063
54 H -0.57054 4.51766 -0.56465  0.064
55 H -1.65356 2.53935 0.12751  0.025
56 C 1.02264 3.71987 -3.31926  -0.174
57 O 1.12000 5.05054 -2.83344  -0.121
58 H 0.38757 3.17727 -2.61955  0.065
59 H 0.56323 3.67598 -4.30889  0.072
60 H 1.99546 3.22332 -3.36541  0.077
61 H 1.68031 5.55200 -3.43204  0.075
62 C -2.78576 4.57698 4.11668  -0.160
63 O -1.44008 4.75959 3.70572  -0.129
64 H -3.25027 5.55979 4.14817  0.080
65 H -3.34106 3.94984 3.41193  0.075
66 H -2.83674 4.13667 5.11754  0.074
67 H -1.02999 3.88873 3.66573  0.038
68 C -0.83134 0.81384 -4.38164  -0.150
69 O 0.49555 1.05625 -4.82551  -0.120
70 H -1.32120 1.78019 -4.29252  0.082
71 H -1.39040 0.19969 -5.09432  0.079
72 H -0.83723 0.33218 -3.39664  0.062
73 H 0.94898 0.21170 -4.90590  0.057

Summary:
Frontier orbital gap in eV: 7.7037
E_LUMO in eV: -3.626
Max |F| in eV/A: 0.9
HOMO level in Eh: -0.41636
Charge: +1



# 3
ORCA calculation (ωB97M-V/def2-TZVPD) on a 3-piece molecular cluster, C4H13O4 overall at a distorted geometry.

Each line ends with the Löwdin charge.
Geometry (Å):
1 C 0.70188 -1.28071 -1.03752  -0.187
2 C 1.35071 -0.23885 -0.10011  -0.206
3 C 1.62193 1.14458 -0.80582  -0.232
4 O 0.59259 1.41592 -1.78875  -0.097
5 C -0.92688 -1.14695 -1.02817  -0.384
6 O -1.50024 -2.14095 -0.21650  -0.341
7 H 0.93249 -1.13856 -2.07006  0.061
8 H 1.05431 -2.39239 -0.84211  0.133
9 H 2.40325 -0.51257 0.23610  0.109
10 H 0.73715 -0.19935 0.79184  0.091
11 H 2.65040 1.25635 -1.40151  0.136
12 H 1.51498 1.97633 0.06175  0.115
13 H -0.13591 0.91313 -1.63523  -0.030
14 H -1.20959 -0.16361 -0.71161  0.069
15 H -1.36939 -1.37017 -2.07617  0.107
16 H -0.30001 2.68318 2.93183  0.051
17 H 0.02932 2.44667 1.48864  0.008
18 O 0.33367 2.96117 2.23808  -0.078
19 H -2.59316 -1.63729 1.89584  -0.024
20 H -1.44756 -1.51663 1.02972  -0.024
21 O -1.77004 -1.13783 2.03350  -0.277

Summary:
Frontier orbital gap in eV: 7.4242
E_LUMO in eV: 3.618
Max |F| in eV/A: 5.0
HOMO level in Eh: -0.13988
ΔE to the lowest compared entry with this formula, charge and spin in kcal per mole: 59.5
Charge: -1



# 4
ORCA calculation (ωB97M-V/def2-TZVPD) on a 5-piece molecular cluster, C17H45Cl3N4O4 overall at a distorted geometry.

Each line ends with the Löwdin charge.
Geometry (Å):
1 C -4.57407 2.76086 3.93382  -0.100
2 O -3.43142 3.47630 3.48801  -0.217
3 C -2.43617 2.60325 2.94438  -0.206
4 C -1.20211 3.45055 2.65385  -0.426
5 C 0.00462 2.58331 2.29922  -0.085
6 N -0.84588 4.21276 3.86529  0.042
7 H -5.04751 2.32335 3.05128  0.085
8 H -5.21503 3.50225 4.39804  0.088
9 H -4.30913 1.97214 4.63942  0.086
10 H -2.20533 1.77851 3.63092  0.124
11 H -2.94710 2.16116 2.07693  0.117
12 H -1.40968 4.11732 1.81736  0.134
13 H -0.17886 1.98707 1.40433  0.014
14 H 0.19479 1.85751 3.09525  0.071
15 H 0.88788 3.19382 2.12986  0.085
16 H -1.69677 4.68389 4.16157  0.065
17 H -0.61609 3.56087 4.60891  0.071
18 C 4.92909 -2.65863 3.07370  -0.092
19 O 3.52272 -2.82662 2.87128  -0.198
20 C 2.77281 -2.15441 3.86232  -0.236
21 C 1.41039 -2.85079 4.10608  -0.423
22 C 0.54075 -2.71108 2.88003  -0.091
23 N 0.73036 -2.15021 5.20335  0.024
24 H 5.19050 -1.62055 2.85275  0.089
25 H 5.47182 -3.39151 2.48095  0.089
26 H 5.19200 -2.88492 4.11261  0.085
27 H 3.24975 -2.05324 4.84498  0.116
28 H 2.58004 -1.10792 3.57352  0.120
29 H 1.65665 -3.88487 4.34815  0.143
30 H 0.43113 -1.66556 2.59972  0.009
31 H -0.44094 -3.17826 2.92659  0.081
32 H 1.08733 -3.17687 2.05084  0.078
33 H 0.67456 -1.15592 4.96951  0.067
34 H 1.29953 -2.06717 6.05056  0.070
35 C 1.41996 2.70678 -3.38194  -0.125
36 O 0.07498 2.41786 -3.12273  -0.183
37 C -0.04528 1.36923 -2.16590  -0.214
38 C -1.52135 1.19057 -1.79354  -0.410
39 C -2.05153 2.44068 -1.07956  -0.050
40 N -1.63752 -0.03873 -1.02986  0.040
41 H 1.89562 3.16484 -2.49885  0.085
42 H 1.45978 3.44377 -4.18280  0.088
43 H 2.03806 1.83703 -3.63562  0.087
44 H 0.41548 0.46881 -2.57589  0.101
45 H 0.49881 1.70411 -1.27448  0.091
46 H -2.11593 1.08703 -2.70204  0.135
47 H -1.46903 2.81693 -0.23611  0.052
48 H -3.05506 2.31676 -0.66936  0.075
49 H -2.02016 3.24686 -1.81855  0.082
50 H -1.34983 0.03165 -0.05903  0.028
51 H -2.57907 -0.40219 -0.91604  0.075
52 C 0.75353 -1.72111 -7.17066  -0.116
53 O 0.14451 -1.25132 -5.99366  -0.189
54 C -0.92702 -2.06369 -5.56624  -0.227
55 C -1.20767 -1.71816 -4.09801  -0.410
56 C -0.07451 -2.23446 -3.21487  -0.098
57 N -2.50282 -2.35842 -3.75347  0.035
58 H -0.00698 -1.78000 -7.95943  0.089
59 H 1.17416 -2.72758 -7.03221  0.086
60 H 1.57754 -1.07270 -7.45622  0.085
61 H -1.81920 -1.97060 -6.19356  0.124
62 H -0.60836 -3.11373 -5.65210  0.118
63 H -1.33746 -0.63644 -4.08659  0.124
64 H 0.29391 -3.20573 -3.56459  0.080
65 H -0.35243 -2.40835 -2.17612  0.063
66 H 0.76447 -1.54172 -3.27675  0.034
67 H -2.80493 -1.97783 -2.86181  0.049
68 H -2.26086 -3.32856 -3.56337  0.069
69 Cl 2.79531 -1.91840 -1.24245  0.569
70 C 2.84633 -0.70711 0.04379  -1.482
71 Cl 1.22963 -0.27928 0.64098  0.627
72 Cl 3.71755 0.70901 -0.54684  0.544
73 H 3.37673 -1.18222 0.86111  -0.012

Summary:
Frontier orbital gap in eV: 9.7386
E_LUMO in eV: 0.500
Max |F| in eV/A: 1.5
HOMO level in Eh: -0.33951
ΔE to the lowest compared entry with this formula, charge and spin in kcal per mole: 0.0
SMILES: COC[C@H](C)N.COC[C@H](C)N.COC[C@H](C)N.COC[C@H](C)N.ClC(Cl)Cl
Charge: 0